Record 1
{
  "formula": "C45H62CaN5SSeSi",
  "method": "ωB97M-V/def2-TZVPD",
  "total_charge": -1,
  "relative_energy_kj_mol": 62.6,
  "homo_energy_ev": -2.55,
  "species": ["Ca", "C", "C", "C", "C", "C", "C", "C", "C", "C", "C", "C", "C", "N", "C", "C", "N", "C", "C", "C", "C", "C", "C", "C", "C", "C", "C", "C", "C", "C", "C", "C", "C", "C", "C", "C", "C", "C", "C", "H", "H", "H", "H", "H", "H", "H", "H", "H", "H", "H", "H", "H", "H", "H", "H", "H", "H", "H", "H", "H", "H", "H", "H", "H", "H", "H", "H", "H", "H", "H", "H", "H", "H", "H", "H", "H", "H", "H", "H", "N", "C", "C", "C", "N", "H", "H", "H", "H", "H", "H", "H", "H", "H", "H", "S", "C", "C", "N", "C", "H", "H", "H", "C", "Si", "C", "C", "Se", "H", "H", "H", "H", "H", "H", "H", "H", "H"],
  "positions_angstrom": [[-1.136, 0.059, 0.324], [0.222, -2.941, 1.938], [0.781, -2.491, 3.291], [2.295, -2.711, 3.289], [0.413, -1.100, 3.821], [-0.093, -1.054, 5.117], [-0.325, 0.145, 5.770], [0.018, 1.324, 5.130], [0.520, 1.345, 3.829], [0.945, 2.725, 3.309], [2.453, 2.896, 3.136], [0.256, 3.244, 2.046], [0.643, 0.117, 3.119], [0.759, 0.082, 1.735], [1.948, 0.133, 1.040], [1.937, 0.158, -0.344], [0.766, 0.054, -1.063], [0.869, 0.341, -2.432], [0.874, 1.684, -2.871], [0.968, 1.969, -4.228], [1.032, 0.955, -5.169], [1.001, -0.362, -4.740], [0.928, -0.694, -3.390], [0.975, -2.176, -3.036], [2.250, -2.594, -2.302], [-0.246, -2.682, -2.275], [0.756, 2.820, -1.872], [-0.160, 3.945, -2.357], [2.116, 3.404, -1.481], [3.335, 0.237, -0.826], [3.968, 0.339, -2.038], [5.392, 0.405, -2.072], [6.163, 0.375, -0.942], [5.532, 0.278, 0.333], [6.176, 0.237, 1.604], [5.415, 0.144, 2.739], [3.993, 0.093, 2.708], [3.346, 0.136, 1.500], [4.155, 0.217, 0.334], [0.658, -3.909, 1.677], [0.495, -2.241, 1.148], [-0.858, -3.077, 1.957], [0.374, -3.179, 4.042], [2.767, -2.183, 2.465], [2.506, -3.777, 3.169], [2.756, -2.374, 4.219], [-0.298, -1.989, 5.629], [-0.734, 0.159, 6.773], [-0.105, 2.266, 5.654], [0.660, 3.410, 4.117], [2.808, 2.412, 2.229], [3.012, 2.491, 3.979], [2.681, 3.963, 3.056], [0.380, 2.543, 1.219], [0.713, 4.190, 1.746], [-0.801, 3.442, 2.219], [0.980, 3.002, -4.558], [1.102, 1.188, -6.225], [1.051, -1.164, -5.470], [0.981, -2.691, -4.004], [2.266, -2.193, -1.288], [3.149, -2.248, -2.814], [2.290, -3.685, -2.237], [-0.232, -2.323, -1.246], [-0.245, -3.775, -2.241], [-1.184, -2.355, -2.722], [0.317, 2.383, -0.972], [0.332, 4.560, -3.115], [-0.414, 4.606, -1.525], [-1.084, 3.562, -2.790], [2.629, 3.793, -2.365], [2.760, 2.658, -1.018], [1.984, 4.229, -0.776], [3.422, 0.375, -2.972], [5.875, 0.483, -3.039], [7.244, 0.426, -1.011], [7.257, 0.275, 1.667], [5.908, 0.109, 3.704], [3.449, 0.026, 3.642], [-2.529, 1.661, 1.870], [-3.934, 1.483, 2.248], [-4.103, 0.317, 3.208], [-3.929, -1.055, 2.582], [-2.560, -1.298, 2.121], [-1.951, 1.689, 2.707], [-2.387, 2.553, 1.412], [-4.517, 1.300, 1.340], [-4.334, 2.389, 2.724], [-5.111, 0.367, 3.628], [-3.413, 0.443, 4.053], [-4.578, -1.147, 1.709], [-4.250, -1.816, 3.305], [-2.555, -2.167, 1.597], [-1.937, -1.406, 2.919], [-4.033, 3.013, -2.771], [-3.153, 1.754, -3.524], [-2.391, 1.113, -2.606], [-2.476, 1.608, -1.324], [-3.304, 2.609, -1.283], [-3.242, 1.538, -4.573], [-1.750, 0.272, -2.815], [-3.542, 3.154, -0.383], [-6.131, -2.918, -2.646], [-4.251, -2.760, -2.638], [-3.786, -2.035, -4.322], [-3.544, -4.506, -2.583], [-3.590, -1.527, -0.920], [-6.475, -3.577, -3.448], [-6.591, -1.938, -2.783], [-6.482, -3.317, -1.693], [-4.358, -2.518, -5.119], [-2.726, -2.171, -4.539], [-3.998, -0.964, -4.352], [-3.973, -5.140, -3.364], [-3.745, -4.965, -1.614], [-2.462, -4.478, -2.719]],
  "lowdin_charge": [1.1531, -0.0627, -0.3515, -0.0582, -0.1540, -0.0700, -0.1111, -0.0695, -0.1368, -0.3503, -0.0549, -0.0666, -0.2151, -0.0713, -0.2372, -0.2496, -0.0700, -0.2398, -0.1541, -0.0539, -0.0974, -0.0566, -0.1495, -0.3546, -0.0516, -0.0832, -0.3678, -0.0728, -0.0420, -0.1092, -0.0204, -0.0817, -0.0491, -0.1770, -0.0502, -0.0853, -0.0567, -0.1229, -0.1004, 0.0820, 0.0538, 0.0535, 0.1170, 0.0664, 0.0766, 0.0798, 0.1029, 0.0892, 0.1001, 0.1146, 0.0684, 0.0791, 0.0778, 0.0553, 0.0788, 0.0546, 0.1032, 0.0896, 0.1018, 0.1192, 0.0704, 0.0746, 0.0760, 0.0414, 0.0781, 0.0282, 0.0910, 0.0720, 0.0765, 0.0455, 0.0830, 0.0654, 0.0717, 0.1023, 0.0923, 0.0966, 0.0957, 0.0918, 0.1017, -0.0495, -0.2633, -0.1965, -0.2934, -0.0801, 0.0628, 0.0399, 0.1080, 0.1072, 0.1091, 0.1100, 0.0487, 0.1089, 0.0004, 0.0604, 1.0057, -0.3934, -0.3046, -0.0871, -0.5054, 0.0712, 0.0918, 0.0674, -0.2530, 0.0062, -0.2258, -0.2338, 0.2978, 0.0173, 0.0164, 0.0150, 0.0206, 0.0147, 0.0009, 0.0206, 0.0198, -0.0007]
}

---

Record 2
{
  "formula": "C45H62N8Sr",
  "method": "ωB97M-V/def2-TZVPD",
  "total_charge": -2,
  "homo_energy_ev": [-1.49, 0.53],
  "species": ["Sr", "C", "C", "C", "N", "C", "C", "C", "C", "C", "C", "C", "N", "C", "C", "C", "N", "C", "C", "C", "C", "C", "C", "C", "N", "C", "C", "H", "H", "H", "H", "H", "H", "H", "H", "H", "H", "H", "H", "H", "H", "H", "H", "H", "H", "H", "H", "H", "H", "H", "H", "H", "H", "C", "C", "C", "C", "C", "C", "H", "H", "H", "H", "H", "H", "H", "H", "H", "C", "C", "C", "C", "C", "H", "H", "H", "H", "H", "H", "H", "H", "H", "H", "C", "C", "N", "C", "C", "N", "C", "C", "H", "H", "H", "H", "H", "H", "H", "H", "H", "H", "H", "H", "H", "N", "C", "C", "C", "C", "C", "N", "C", "H", "H", "H", "H"],
  "positions_angstrom": [[0.963, -0.417, 0.532], [-2.485, -1.778, 3.314], [-3.077, -0.955, 2.155], [-2.554, 0.487, 2.075], [-2.469, 0.897, 0.688], [-3.443, 1.488, 0.104], [-4.702, 1.827, 0.770], [-5.472, 2.941, 0.624], [-5.405, 3.974, -0.339], [-4.687, 3.884, -1.525], [-3.820, 2.919, -2.013], [-3.227, 1.763, -1.378], [-2.434, 0.914, -1.934], [-1.941, 1.034, -3.280], [-0.467, 0.611, -3.324], [-0.191, -0.880, -3.111], [-0.273, -1.391, -1.748], [-1.191, -2.258, -1.473], [-2.379, -2.470, -2.282], [-3.096, -3.604, -2.541], [-2.920, -4.905, -2.044], [-2.106, -5.216, -0.970], [-1.371, -4.393, -0.127], [-1.081, -3.001, -0.171], [-0.593, -2.314, 0.826], [-0.494, -2.921, 2.144], [-1.839, -3.093, 2.868], [-1.725, -1.180, 3.830], [-3.256, -1.994, 4.060], [-2.813, -1.428, 1.211], [-4.171, -0.951, 2.197], [-3.161, 1.163, 2.697], [-1.535, 0.517, 2.476], [-4.968, 1.166, 1.586], [-6.268, 3.046, 1.360], [-6.088, 4.808, -0.229], [-4.874, 4.697, -2.229], [-3.527, 3.069, -3.045], [-2.514, 0.365, -3.940], [-2.032, 2.039, -3.720], [-0.071, 0.864, -4.316], [0.119, 1.198, -2.611], [-0.826, -1.460, -3.793], [0.846, -1.050, -3.419], [-2.719, -1.564, -2.766], [-3.912, -3.473, -3.248], [-3.506, -5.702, -2.487], [-2.083, -6.268, -0.690], [-0.927, -4.904, 0.720], [0.028, -3.886, 2.113], [0.135, -2.265, 2.760], [-2.526, -3.644, 2.219], [-1.662, -3.721, 3.749], [5.196, 1.768, -3.362], [4.625, 0.573, -2.588], [3.994, -0.417, -3.578], [5.758, -0.138, -1.832], [3.598, 1.017, -1.628], [2.716, 1.230, -0.802], [5.956, 1.437, -4.078], [5.652, 2.483, -2.674], [4.400, 2.281, -3.908], [4.740, -0.773, -4.297], [3.176, 0.060, -4.124], [3.589, -1.274, -3.039], [6.522, -0.499, -2.529], [5.364, -0.988, -1.271], [6.226, 0.542, -1.118], [2.417, 1.453, 5.005], [1.521, 1.909, 3.841], [2.350, 2.812, 2.924], [0.354, 2.723, 4.427], [0.995, 0.720, 3.057], [2.825, 2.306, 5.563], [3.251, 0.860, 4.627], [1.848, 0.828, 5.698], [2.716, 3.712, 3.439], [1.740, 3.112, 2.068], [3.199, 2.264, 2.512], [0.702, 3.645, 4.915], [-0.188, 2.129, 5.167], [-0.363, 2.992, 3.647], [0.538, 0.048, 3.817], [0.896, 5.347, 0.280], [1.481, 4.381, -0.787], [0.418, 3.571, -1.346], [-0.562, 4.396, -2.018], [-1.189, 5.414, -1.033], [-0.590, 5.132, 0.312], [-0.925, 3.714, 0.713], [-0.196, 2.788, -0.278], [1.056, 6.399, 0.041], [1.269, 5.144, 1.283], [2.220, 3.701, -0.356], [1.963, 4.947, -1.586], [-1.347, 3.758, -2.415], [-0.078, 4.917, -2.847], [-2.267, 5.278, -0.938], [-0.960, 6.453, -1.276], [-1.009, 5.756, 0.994], [-2.011, 3.633, 0.676], [-0.584, 3.577, 1.739], [-0.896, 2.059, -0.682], [0.606, 2.269, 0.238], [7.181, -2.862, 2.823], [6.237, -2.924, 2.148], [5.107, -3.038, 1.314], [4.994, -4.071, 0.300], [3.830, -4.073, -0.452], [2.833, -3.141, -0.242], [2.942, -2.143, 0.729], [4.045, -2.132, 1.447], [5.782, -4.795, 0.147], [3.684, -4.821, -1.225], [1.921, -3.139, -0.828], [4.122, -1.343, 2.192]],
  "lowdin_charge": [1.1841, -0.1973, -0.1740, -0.2396, 0.0738, -0.2545, -0.0584, -0.1565, -0.1905, -0.1899, -0.0914, -0.2734, 0.0591, -0.2549, -0.1756, -0.2320, 0.0127, -0.2531, -0.0481, -0.1355, -0.1699, -0.1427, -0.0563, -0.2828, -0.1203, -0.2537, -0.1952, 0.0941, 0.0948, 0.0939, 0.1001, 0.1052, 0.0626, 0.0769, 0.0854, 0.0571, 0.0840, 0.0654, 0.1095, 0.0793, 0.1040, 0.0839, 0.1024, 0.0969, 0.0747, 0.0883, 0.0665, 0.0864, 0.0840, 0.1026, 0.0908, 0.1038, 0.1018, -0.0841, -0.6548, -0.0684, -0.0590, -0.2320, -0.1355, 0.0688, 0.0725, 0.0723, 0.0731, 0.0725, 0.0774, 0.0738, 0.0773, 0.0807, -0.0949, -0.7622, -0.0972, -0.0909, -0.1304, 0.0668, 0.0742, 0.0684, 0.0714, 0.0338, 0.0807, 0.0666, 0.0731, 0.0447, -0.0322, -0.0628, -0.1463, -0.1283, -0.1296, -0.0627, -0.0864, -0.0386, -0.1690, 0.1185, 0.1140, 0.0855, 0.1215, 0.0934, 0.1229, 0.1117, 0.1205, 0.1786, 0.1245, 0.1029, 0.0815, 0.0363, 0.0563, -0.2884, -0.2756, -0.1064, -0.1516, -0.1990, -0.0878, -0.1590, 0.0722, 0.0861, 0.0704, 0.1092]
}